One molecule with the formula C14H25N3O2. Source: the OMol25 dataset; level of theory: wB97M-V/def2-TZVPD.

```
44
Properties=species:S:1:pos:R:3
O 4.02370 2.18583 -0.79427
O 1.19679 0.32021 0.33856
N 2.74375 4.09348 0.70464
N -1.63217 -1.14943 -0.22220
N 2.34889 2.74480 0.61025
C -2.98919 -3.73054 -0.61682
C 0.82709 -0.94543 0.05435
C -2.02209 2.25010 3.07799
C -1.59498 -1.79557 -1.52471
C 1.73694 -1.51588 -0.79510
C 2.72588 -0.54062 -1.03961
C 2.99567 1.88076 -0.21263
C -0.47089 -1.45136 0.60511
C -1.93363 0.27262 -0.29914
C -2.45453 0.82871 1.03687
C -4.30546 -3.34979 -1.28307
C -1.76430 -3.31424 -1.43109
C -1.45984 1.73916 1.75695
C 2.35357 0.56898 -0.32600
H -2.71345 0.38681 -1.05496
H -3.36548 1.40139 0.85313
H 3.32590 4.21876 1.53538
H -2.72748 -0.01033 1.67894
H -2.94168 2.80657 2.91115
H -2.24255 1.42015 3.74602
H 1.70730 -2.51216 -1.18696
H -2.96132 -4.81378 -0.47677
H -0.63756 -1.01083 1.58927
H -0.87236 -3.76073 -0.98757
H 3.34182 4.27402 -0.10453
H -1.85030 -3.70450 -2.44765
H -4.35617 -3.75363 -2.29236
H -0.52911 1.20165 1.94667
H -1.06809 0.86520 -0.63732
H 1.43212 2.53660 0.97782
H -0.40823 -2.53441 0.72028
H -2.93487 -3.25874 0.36472
H -2.42314 -1.39385 -2.11114
H -4.41250 -2.27013 -1.33421
H 3.59703 -0.62786 -1.65496
H -1.22840 2.59041 1.11101
H -5.14348 -3.74548 -0.71392
H -0.66469 -1.57031 -2.07378
H -1.30884 2.90713 3.57045
```

HOMO   -8.611 eV
SMILES string   CCCCN(CCCC)Cc1ccc(C(=O)NN)o1
Net charge   0
Molar mass   267.37 g/mol

A 2-piece molecular cluster, C4H5Cl3 overall. Source: the OMol25 dataset; level of theory: wB97M-V/def2-TZVPD.

```
12
Properties=species:S:1:pos:R:3
Cl 2.53324 0.91520 -1.51891
Cl 3.30945 0.41971 1.26474
Cl 2.27040 -1.77878 -0.38520
C 2.20196 -0.06954 -0.02978
C -1.41431 1.20958 0.47632
C -1.74760 0.06240 -0.04013
C -1.84390 -1.17361 -0.39087
H 1.13188 0.30206 0.40164
H -0.82596 1.31905 1.29578
H -2.68916 -1.78358 -0.03445
H -1.20732 -1.70130 -1.15269
H -1.71869 2.27879 0.11355
```

HOMO   -10.172 eV
SMILES string   ClC(Cl)Cl.C=C=C
Net charge   0
Molar mass   159.44 g/mol

A 13-piece molecular cluster, C4H34NO12 overall. Source: the OMol25 dataset; level of theory: wB97M-V/def2-TZVPD.

```
51
Properties=species:S:1:pos:R:3
O 0.38442 -2.93830 0.13526
O 2.89775 0.01532 -2.38424
O 0.55791 0.96993 2.94706
O 0.32938 0.87913 -2.65018
O -1.57150 2.94901 -2.38692
O 0.50764 -1.76839 -2.92441
O 2.26935 -0.89202 2.94466
O 2.61621 0.14065 0.58659
O -3.06208 0.28483 2.09912
O 0.06214 3.58118 -0.34062
O -1.21302 -1.43963 2.94693
O 3.06289 -2.90927 -0.26028
N -1.16275 1.24870 0.73881
C -1.00586 0.05543 -0.14259
C -2.28470 -0.21207 -1.03292
C -1.84386 2.30236 0.45745
C -2.64154 -1.62294 -0.92632
H -2.30182 -2.06826 0.09700
H 0.48274 -2.82358 1.07548
H 3.82222 -2.56949 0.21076
H 0.52102 -2.59643 -2.36200
H 0.39194 -2.07018 -3.89003
H -0.71628 -0.81932 0.50241
H -2.14301 2.97438 1.21772
H 2.47199 -0.50291 -3.08825
H -2.26412 -2.15632 -1.76235
H -2.05072 0.09630 -2.11018
H 2.86370 -2.10713 -0.82383
H -1.78106 -1.97853 3.54086
H -3.67185 -1.87843 -0.72894
H 2.76970 -0.66019 2.14769
H 1.26370 0.92814 -2.41808
H 1.28018 -2.75736 -0.25775
H -1.03947 2.19123 -2.09176
H -2.52022 2.29172 -0.45599
H -0.97061 3.42882 -2.96366
H 0.08117 -0.05678 -2.69618
H -3.81934 0.64519 2.61527
H 2.54584 0.88390 1.20914
H 0.18488 3.08733 -1.14616
H 2.44073 -1.76894 3.29758
H -3.15765 -0.62106 2.45610
H -0.79250 1.00024 1.66850
H -0.10236 0.12754 -0.73500
H 0.78797 4.20478 -0.16270
H -0.46209 -0.94406 3.30067
H 1.22212 0.23696 3.15622
H 3.54185 0.58930 -2.81019
H -3.07094 0.65181 -0.86387
H 0.63672 1.63912 3.62052
H 3.08294 0.36563 -0.23891
```

HOMO (alpha / beta)   -16.902 / -16.879 eV
Spin multiplicity   2
Net charge   +2
Expectation value of S²   0.75
Molar mass   288.31 g/mol

A 2-piece molecular cluster, C6H9N overall. Source: the OMol25 dataset; level of theory: wB97M-V/def2-TZVPD.

```
16
Properties=species:S:1:pos:R:3
N 1.66722 -1.73958 1.46963
C -1.22510 1.36888 0.73976
C 0.57376 -1.53664 1.19548
C -1.34042 -0.96194 -0.44810
C -1.30955 -0.01877 0.41778
C -0.77354 -1.28002 0.89695
C 1.83686 0.43916 -1.39751
H 0.61725 0.58773 -1.58026
H -1.73853 1.53723 1.68133
H -1.68947 1.95209 -0.04891
H -1.32659 -1.89083 1.58493
H 2.32350 0.38649 -2.37704
H -1.72422 -1.47255 -1.29733
H -0.17487 1.64842 0.86765
H 2.11962 1.38837 -0.93176
H 2.16409 -0.40803 -0.77260
```

HOMO   -9.982 eV
SMILES string   CC1=C[C@H]1C#N.C
Net charge   0
Molar mass   95.14 g/mol

C11H30N2O7PSn4 as an isolated structure. Source: the OMol25 dataset; level of theory: wB97M-V/def2-TZVPD.

```
55
Properties=species:S:1:pos:R:3
Sn -4.82600 3.00572 0.00036
Sn -3.70361 -1.05070 -2.12917
Sn -4.41321 -0.52809 2.97881
Sn -0.26550 2.98091 2.41600
P -1.94891 0.77597 0.36587
O 2.13246 3.81129 -3.83472
O -2.28299 -0.77865 0.34100
O 1.57985 -0.51223 0.40636
O -2.62343 1.36737 -0.87930
O -2.54972 1.42992 1.72167
O -1.32622 -1.30195 4.79375
O -0.44500 1.09059 0.22567
N -2.49839 -2.87690 2.55238
N -0.54437 1.44031 -2.79031
C -1.21068 -1.97174 6.06372
C 3.28030 -1.46424 -0.91713
C 1.52194 2.68010 -3.23676
C -1.15967 -3.04252 3.14689
C 0.86030 -1.60105 -1.68002
C 0.01764 2.69871 -3.36795
C -0.28110 -3.71530 2.14687
C 1.91752 -0.75979 -0.98147
C 3.56942 3.62603 -4.04758
C -0.55648 -1.79259 3.73445
C -0.64148 3.90763 -2.72071
H -1.82021 -2.87645 6.08544
H -2.41795 -2.31533 1.71240
H 0.85877 -1.73179 -2.76103
H 4.04349 3.43551 -3.07955
H 1.88496 1.81683 -3.80088
H 3.92649 -1.28859 -1.77757
H -0.48905 -4.72500 1.79242
H -0.08832 -1.04996 -1.56015
H 3.06470 -2.53169 -0.87549
H -0.16976 -2.23243 6.25535
H -0.32337 2.78315 -4.40236
H 1.77041 2.67807 -2.16834
H 4.03851 4.42407 -4.61534
H 0.79216 -3.69415 2.35423
H 2.06421 0.20146 -1.48271
H 0.70153 -0.09418 0.34207
H 3.86481 -1.11135 -0.06946
H 3.80042 2.69202 -4.57119
H -1.70906 4.08645 -2.84393
H -0.20296 -3.15891 1.20642
H -1.27907 1.87356 -2.23477
H -0.55044 3.83542 -1.62427
H -2.94168 -3.73828 2.24891
H 0.61927 -2.50351 -1.12024
H -1.33439 -3.83063 3.88370
H 0.04801 1.13277 -2.02183
H -0.01801 4.79117 -2.86723
H 0.51193 -2.00594 3.81271
H -1.58571 -1.31904 6.84905
H -0.66239 -0.96203 3.02495
```

HOMO   -20.368 eV
Net charge   +5
Molar mass   808.19 g/mol

One molecule with the formula C6H8O2. Source: the OMol25 dataset; level of theory: wB97M-V/def2-TZVPD.

```
16
Properties=species:S:1:pos:R:3
O 0.73891 0.71970 1.59262
O 0.82656 -0.00126 -1.83495
C -0.66839 0.62764 1.33213
C -0.85230 0.43053 -0.11951
C 0.49596 -0.23350 -0.62856
C 1.43258 0.15998 0.49245
C 1.06015 -1.24817 0.15127
C -1.94421 0.65716 -0.88140
H 0.54581 -1.68900 0.97352
H 2.39940 0.45560 0.10033
H 1.00488 -1.05060 -2.16198
H -1.94361 0.17920 -1.85961
H 1.88680 -1.88434 -0.17883
H -1.10344 1.44236 1.73119
H -2.74639 1.54127 -0.61031
H -1.13270 -0.10655 1.90162
```

HOMO   -8.485 eV
SMILES string   C=C1CO[C@H]2C[C@@]12O
Net charge   0
Molar mass   112.13 g/mol

Q: Which value of molar mass does entry 1 give?
A: 267.37 g/mol

Q: What is the formula in the third record?
A: C4H34NO12

Q: Which value of molar mass does entry 1 give?
A: 267.37 g/mol